A cluster of 6 separate species, C40H67NO19S7 in total, computed with ωB97M-V with the def2-TZVPD basis set.

Structure (ORCA input):
```
! RIJCOSX wB97M-V def2-TZVPD def2/J DEFGRID3
* xyz 0 1
O 5.9005 5.6044 -0.6185
H -5.1408 -6.5962 -1.8466
C -2.8623 1.8464 1.1631
H -4.5103 -1.0370 -3.0741
H -3.5449 3.7562 0.5180
C -3.4697 0.2555 -1.7235
H -11.3773 -5.3121 -2.3904
H 1.0867 0.8296 -1.2366
H 16.0175 0.5746 2.3056
H -0.7235 10.8829 1.2599
H -10.5339 -7.0723 -0.8849
N -2.2428 1.6387 -0.1296
C -4.2706 -7.1050 -2.2540
H 9.2986 0.4617 -0.4561
C 1.9963 1.6908 -3.0219
H 0.5303 10.8999 2.5428
O -1.8568 -7.7205 -1.8852
C 7.9999 1.8476 0.6057
O -7.1026 1.7767 3.9909
H 8.0089 -0.8893 1.3903
O -7.4320 -7.4941 -3.1099
O 3.9068 5.4988 -1.6309
C -0.9310 2.0656 -0.2619
H 5.1473 1.8316 0.1203
H -0.7051 -7.7046 0.6727
H -7.6872 -10.1578 -2.3084
H -3.1989 -3.0491 -2.4385
S -8.2655 1.0812 3.5302
C 0.0925 6.2704 0.3131
H -11.4404 2.7717 3.6817
O -9.4173 1.2448 4.6124
H 6.5684 3.3203 1.1862
H -1.2034 10.8888 2.9791
H -10.8792 4.3010 4.3865
H 0.0855 -8.0848 -2.2652
H 8.1336 1.3297 -1.4644
C 6.9698 2.9281 0.2511
C 15.5301 0.0904 1.4593
C 12.2768 -0.5520 -1.9150
O 2.1637 4.7549 -2.8249
H -4.6515 4.2844 2.6772
O -1.7766 8.3355 1.9031
H 11.8143 0.4120 -2.1071
H 1.9455 7.3624 0.2880
H -7.4904 -10.2536 -4.0838
C -11.0091 -6.2454 -2.8164
C 5.0224 4.9312 -1.0474
H 4.0980 1.3500 -2.6873
O 7.3439 -0.2356 -0.4743
S -8.5664 -8.3027 -3.4486
O 0.0909 8.3260 3.5239
H -4.4532 -8.1745 -2.2967
O 0.5572 8.5618 1.1251
O 13.9476 0.5392 -0.3860
C 3.2663 1.8277 -2.1622
H -11.8552 -6.9013 -3.0192
H 13.7451 1.3220 1.5268
H -2.2789 -0.0132 2.0868
H -8.9838 -1.1501 3.5270
C -8.0346 -0.6523 3.7042
H 0.8839 -8.1815 0.0649
H 16.2883 -0.2059 0.7350
S -0.4798 8.7943 2.2968
H 15.0401 -0.8134 1.8167
C 1.0878 7.2228 0.9381
C -9.7635 2.5887 5.0216
H -8.8519 3.1216 5.2956
C 14.5411 1.0502 0.8324
H 8.9428 2.3531 0.8247
H -9.9698 3.5303 3.0824
S -2.9328 -6.8042 -1.1593
H -0.2024 -6.5309 -1.4924
C -4.1431 3.3396 2.5537
C -2.9921 -2.0962 -1.9743
S 0.1413 2.3017 0.9410
C 4.8692 3.4551 -1.1355
C -1.9755 -1.9856 -1.0307
C 3.7510 3.2017 -1.8272
C 0.7930 1.1533 -2.2303
H 0.3266 0.3103 -2.7330
C -2.8046 0.9235 2.1984
C -2.4726 0.3553 -0.7601
H 7.4635 3.7682 -0.2261
C -0.4757 -7.5869 -1.4775
S 12.8473 -0.5943 -0.2522
H 1.7543 2.6415 -3.4808
H 7.7386 1.3207 1.5228
H 11.5487 -1.3541 -2.0145
H 3.1599 1.2633 -1.2345
H -9.1714 -6.2781 -1.6640
C -3.4291 1.2069 3.4079
C -3.7319 -0.9693 -2.3276
O 13.4782 -1.8540 -0.0096
H 0.5721 5.3146 0.1021
H -3.3947 0.4779 4.2048
H -4.0377 1.1341 -1.9919
C -10.0505 -6.8981 -1.8434
H -7.6585 -0.8603 4.7016
H 8.5742 -1.8326 -0.0062
H -7.3061 -0.9437 2.9506
C 7.7323 -1.2693 0.4054
H 6.0711 1.7321 -1.3520
O -9.6186 -8.2147 -2.2675
H -4.6089 2.6277 4.5152
O -2.5064 -5.4393 -1.2594
H -10.5263 -6.0218 -3.7660
O 11.8141 -0.1271 0.6237
C -1.7123 -0.7604 -0.4251
O -3.2355 -7.3494 0.1281
H -1.4097 -2.8662 -0.7634
O -9.2222 -8.0984 -4.7017
H 6.8870 -1.9441 0.5078
H -0.7517 6.0851 0.9767
O -8.7868 1.3598 2.2283
H -0.2968 6.6794 -0.6189
H 15.0379 1.9669 0.5232
H -0.9216 -0.6843 0.3097
H 1.4552 6.8530 1.8969
C -3.5270 3.0544 1.3400
H 13.1207 -0.7236 -2.5773
H -9.0831 -10.5857 -3.3508
C 5.7769 2.4166 -0.5575
C -0.1875 -8.2215 -0.1331
C -8.1684 -10.0054 -3.2702
C 8.2788 0.8376 -0.5018
H -0.5115 -9.2619 -0.1234
H -10.3508 2.4502 5.9267
C -4.1054 2.4101 3.5863
H -4.0256 -6.7088 -3.2350
C -10.5602 3.3421 3.9772
S -0.5271 2.3918 -1.9683
C -0.4593 10.5530 2.2606
H 2.1940 0.9932 -3.8336
C 3.1269 4.4986 -2.1820
*
```

Values from the calculation:
electronic energy: -5835.91643 hartree
gap between HOMO and LUMO: 7.5981 eV
SMILES string: COCCCCC1=C(CCCSC(=S)N(c2ccccc2)c2ccccc2)C(=O)OC1=O.CCOS(C)(=O)=O.CCOS(C)(=O)=O.CCOS(C)(=O)=O.CCOS(C)(=O)=O.CCOS(C)(=O)=O

---

A cluster of 7 separate species, C40H68BrN4O22 in total at a distorted geometry, computed with ωB97M-V with the def2-TZVPD basis set.

Structure (ORCA input):
```
! RIJCOSX wB97M-V def2-TZVPD def2/J DEFGRID3
* xyz 1 1
C 7.2191 -10.6601 0.5072
C -0.3261 -1.1701 -3.8713
H 0.7466 3.0332 -2.5076
C -3.3295 -0.0309 -1.5998
H -6.0052 7.5893 -4.0556
H -1.0777 -1.8533 -3.4917
H -4.0424 2.9144 4.6276
H 1.0862 -3.2431 0.4235
C 6.4691 -12.6088 1.3551
C -3.9499 -0.5495 -4.0963
H -4.7939 8.7732 -3.5380
H -0.1735 3.6179 -1.1168
O -5.6130 3.6658 5.7646
C -5.9120 3.4905 7.0815
H 6.0492 -12.4177 2.3443
O -6.9388 3.7983 7.5854
H -4.0894 1.4331 6.5347
O 0.5034 -4.0212 -1.4389
H -4.1831 2.7369 -0.0020
O 7.8934 -9.6950 0.3451
H 2.2616 -4.3513 -2.3936
N -1.9777 -0.5773 -1.6323
C -4.3257 -0.5683 -2.6275
H 3.9955 1.4605 0.2286
N -0.6004 0.2033 -3.4473
H 0.7199 1.6185 2.1654
C -3.0758 6.9938 -1.0456
C 6.9458 -2.9495 4.9550
H 5.1867 -8.2492 1.6224
C -1.4131 2.8517 -2.7144
C -3.1004 1.5114 -1.4132
C -5.8090 8.6521 -3.8987
H 1.9576 -3.1704 -4.1976
H -5.9353 8.9348 -6.0569
H 8.5852 -2.3257 3.6651
C -3.8176 8.2088 0.7022
H -4.9437 1.9952 -1.8413
N -3.9907 -1.6568 -4.6888
O 7.6803 -3.4608 6.0715
O -2.3745 6.3010 -1.7186
H -3.2312 9.1268 0.7576
C -3.3734 2.0230 0.0234
O -1.5034 -0.3862 -0.3040
H -4.0753 1.6096 -4.4958
C 4.7726 -5.2889 2.5634
O -4.0740 2.1620 -2.2253
O 0.9502 -1.5541 -3.4677
C 1.8803 -5.2122 0.2362
H -1.9378 4.6606 -0.1011
H 1.7601 0.4657 -2.2286
H -3.7165 1.2107 0.6468
C -3.5973 0.7105 -4.8660
C -0.1509 3.5574 -2.1974
C 2.5178 0.7734 -1.5172
H -0.1118 -4.5140 0.4032
H -1.2483 2.6276 -3.7678
H 1.8204 -5.4180 1.3001
H 7.3694 -1.0645 3.9463
O 7.6143 -11.7706 1.1702
O 5.9465 -10.7928 0.0528
H 7.4685 -6.8831 2.3820
H 2.6330 2.1742 1.0271
C -7.7854 9.7140 -3.6427
C -4.2226 3.3901 5.5879
H 3.4588 0.3615 -1.8622
H -3.6682 4.3305 5.6289
C 3.1104 1.2255 0.8131
H -3.3835 4.4337 0.9506
H -2.5336 0.8979 -4.9377
H 6.7162 -3.7383 4.2462
C 0.8078 -4.1814 -0.0670
H 0.3087 -1.2539 -0.9638
O -6.7495 9.1595 -2.9500
H -4.4695 -1.6105 -2.3775
H -5.6876 7.5734 -0.2187
O -8.8026 10.0730 -3.1535
O -4.8688 2.9141 7.7354
O 4.3336 -6.3598 1.8637
C 6.4284 -6.8167 2.6888
C 0.7337 0.5136 0.3019
N -1.7469 1.6325 -1.9559
H -5.5308 10.4079 -5.1563
O 9.2114 -2.5520 7.4564
H -0.1804 4.5760 -2.5622
H 2.8826 -4.8353 0.0823
H -0.3835 -1.1784 -4.9638
H 6.0119 -2.5143 5.3166
C -4.8444 8.2395 -0.4052
C -2.1750 2.6729 0.7392
C -6.1016 9.4778 -5.1300
C 1.1535 -2.9716 -3.4937
O 8.6192 -1.4988 5.5515
H -5.2226 9.2366 -0.6108
O -7.4881 9.7913 -4.9654
C -2.3413 4.1939 0.7890
O 6.0581 -5.4552 2.9573
H -2.9013 2.6055 7.1353
H 6.2889 -7.4052 3.5968
H 2.5653 1.8588 -1.5576
C 5.4654 -7.1995 1.5908
H 1.3351 -0.0611 2.3251
H 2.5167 -0.7049 0.0443
O -2.9543 7.1348 0.2950
C 0.6162 0.5905 1.8458
C 1.5985 -3.5118 -2.1669
H -2.2176 3.5732 -2.6726
H -3.9497 0.5678 -5.8808
Br -2.2597 2.0667 2.6290
C -0.1141 -0.7025 -0.1286
H -1.8253 4.5524 1.6689
H 5.7274 -12.7028 -0.6910
C 7.8872 -1.9091 4.3945
C -1.3543 0.4561 -2.4350
H -3.7193 -0.4489 -0.6741
O -4.0969 7.7365 -1.5253
H 3.4640 0.7135 1.6984
H -3.7645 -1.5353 -5.6758
C 2.2209 0.3370 -0.0865
C 8.5685 -2.5091 6.4612
H 2.1906 -2.7903 -1.5983
H 0.2930 -3.5173 -3.8719
H -0.1977 0.9697 -3.9728
C -3.9152 2.4871 6.7610
H 4.5006 -12.2249 0.4974
H -0.3554 0.1983 2.1197
H 6.7442 -13.6576 1.2838
O 4.1175 -4.3230 2.8010
H -5.2973 -0.0917 -2.5428
H 5.8486 -6.9638 0.5973
H -4.2510 8.0055 1.6777
H 1.7238 -6.1592 -0.2672
C 5.5542 -12.1584 0.2384
H -1.2174 2.3889 0.3324
H -0.0799 -1.3825 0.7146
H 0.3811 1.4260 -0.1772
*
```

Values from the calculation:
electronic energy: -6012.99012 hartree
gap between HOMO and LUMO: 9.0188 eV

---

Asked for E_HOMO across the records above, the calculation gives -7.9, -11.9 eV in order.